Here is a structure of composition C2H4N4O at a distorted geometry from the OMol25 dataset. Energies are from wB97M-V/def2-TZVPD.

The calculation puts the HOMO energy (spin up / spin down) at -7.5 / -7.5 eV. Its spin multiplicity is 1. Its HOMO-LUMO gap (spin up / spin down) is 0.29419 / 0.29589 hartree.

Geometry (Å):
1 N 2.34 0.41 -0.16
2 C 0.98 0.45 -0.21
3 N 0.40 -1.39 0.01
4 N -0.81 -1.08 0.12
5 C -1.20 0.24 0.35
6 O -2.48 0.42 -0.15
7 N -0.07 1.13 -0.29
8 H 2.60 -0.56 -0.04
9 H 2.89 1.11 0.34
10 H -1.57 -1.79 0.07
11 H -2.82 1.24 0.21